1.
Here is a structure of composition C52H41IN2O2PTl at a distorted geometry from the OMol25 dataset. Energies are from ωB97M-V/def2-TZVPD.

Values from the calculation:
* relative energy (zero: lowest compared OMol25 entry of this formula, charge and spin): 0.0 kcal per mole
* highest occupied orbital energy: -0.041 hartree
* total charge: -2
* LUMO energy: 3.71 eV
* total energy: -3077.626289 Eh
* HOMO-LUMO gap: 4.822 eV

Element x y z (Å)
Tl 1.104 -1.061 3.669
O 0.100 -3.136 2.613
C -0.995 -3.716 2.794
C -1.064 -5.076 2.448
C -2.105 -5.928 2.736
C -3.255 -5.412 3.346
C -3.298 -4.037 3.523
C -2.207 -3.191 3.348
C -2.507 -1.757 3.551
N -1.616 -0.881 3.814
C -2.040 0.447 4.021
C -1.446 1.246 2.867
N 0.030 1.277 3.010
C 2.243 2.155 2.166
C 2.986 1.449 1.009
C 4.033 2.120 0.333
C 4.776 1.507 -0.683
C 4.485 0.163 -1.014
C 3.595 -0.568 -0.231
C 2.813 0.032 0.794
O 2.007 -0.686 1.459
H -0.128 -5.502 1.998
H -1.998 -6.934 2.407
H -4.163 -5.970 3.516
H -4.182 -3.527 3.961
H -3.652 -1.472 3.487
H -1.611 0.846 4.989
H -3.136 0.468 4.073
H -1.904 2.246 2.886
H -1.711 0.716 1.934
H 2.489 3.214 1.989
H 4.216 3.179 0.530
H 5.478 2.090 -1.263
H 5.059 -0.261 -1.797
H 3.399 -1.629 -0.387
I -3.102 -2.503 -0.184
C -4.116 -1.920 -1.943
C -5.362 -2.434 -2.041
C -6.253 -2.015 -3.065
C -5.853 -1.040 -3.889
C -4.523 -0.552 -3.843
C -4.156 0.260 -4.959
C -2.865 0.648 -5.125
C -1.885 0.286 -4.165
C -2.214 -0.528 -3.103
P -0.894 -0.769 -1.782
C -0.300 -2.423 -2.209
C 0.615 -2.936 -1.266
C 1.251 -4.132 -1.551
C 0.987 -4.805 -2.739
C 0.135 -4.278 -3.700
C -0.517 -3.117 -3.388
C 0.558 0.191 -2.430
C 0.726 1.391 -1.834
C 1.722 2.320 -2.339
C 2.473 1.988 -3.439
C 2.354 0.734 -4.004
C 1.396 -0.145 -3.488
C -3.553 -1.003 -2.905
H -5.774 -3.112 -1.315
H -7.204 -2.456 -3.272
H -6.442 -0.809 -4.733
H -4.939 0.616 -5.557
H -2.521 1.254 -5.964
H -0.887 0.780 -4.218
H 0.613 -2.526 -0.287
H 1.907 -4.474 -0.756
H 1.427 -5.741 -2.883
H 0.062 -4.709 -4.701
H -1.124 -2.665 -4.211
H 0.210 1.687 -0.934
H 1.931 3.285 -1.880
H 3.179 2.717 -3.788
H 2.976 0.471 -4.950
H 1.156 -1.085 -3.957
C 0.536 5.894 -1.833
C -0.631 5.122 -1.721
C -0.691 4.156 -0.760
C 0.295 3.910 0.239
C 1.393 4.828 0.209
C 1.487 5.750 -0.828
C -0.054 2.832 1.168
C 0.650 2.067 2.105
C 2.840 1.873 3.532
C 2.297 2.398 4.638
C 2.846 2.166 5.914
C 4.054 1.453 6.038
C 4.643 0.900 4.879
C 3.969 1.092 3.656
H 0.585 6.678 -2.671
H -1.453 5.178 -2.361
H -1.533 3.442 -0.808
H 2.174 4.838 1.041
H 2.439 6.252 -0.859
H -1.165 2.543 1.005
H 1.312 2.907 4.561
H 2.537 2.597 6.828
H 4.597 1.442 6.972
H 5.489 0.270 5.143
H 4.397 0.554 2.812

=====

2.
Here is the molecule C4H4F2 at a distorted geometry from the OMol25 dataset. Energies are from ωB97M-V/def2-TZVPD.

Values from the calculation:
* relative energy (zero: lowest compared OMol25 entry of this formula, charge and spin): 26.3 kcal per mole
* highest occupied orbital energy: -0.348 hartree
* LUMO energy: 0.61 eV
* total energy: -354.458617 Eh
* SMILES string: C=C(F)C(=C)F
* HOMO-LUMO gap: 10.067 eV

Element x y z (Å)
C -0.774 -0.027 0.033
C -1.718 0.937 -0.185
C 0.754 0.156 -0.022
C 1.214 1.339 0.170
H -2.785 0.919 -0.133
H -1.299 1.878 -0.446
H 2.367 1.391 0.549
H 0.588 2.133 0.221
F -1.059 -1.344 0.215
F 1.534 -0.962 -0.234

=====

3.
Here is a structure of composition C37H35ClN2S2Si2Zr at a distorted geometry from the OMol25 dataset. Energies are from ωB97M-V/def2-TZVPD.

Values from the calculation:
* relative energy (zero: lowest compared OMol25 entry of this formula, charge and spin): 0.0 kcal per mole
* highest occupied orbital energy: -0.439 hartree
* total charge: +2
* LUMO energy: -7.73 eV
* total energy: -3422.629846 Eh
* HOMO-LUMO gap: 4.229 eV

Element x y z (Å)
C -1.665 -0.765 4.687
C -2.120 -0.190 3.456
C -1.733 -1.069 2.393
H -2.754 0.691 3.353
C -1.018 -2.173 2.965
C -0.972 -1.976 4.382
H -0.582 -2.691 5.104
H -1.894 -0.396 5.689
H -2.048 -0.999 1.354
H -0.678 -3.057 2.428
Zr 0.260 -0.231 3.277
Si -0.588 -0.140 -3.735
C -0.183 1.421 -4.683
C 1.105 1.615 -5.207
H 1.820 0.788 -5.217
C 1.485 2.877 -5.676
H 2.501 3.029 -6.041
C 0.567 3.932 -5.676
H 0.868 4.917 -6.037
C -0.739 3.718 -5.225
H -1.468 4.530 -5.247
C -1.121 2.464 -4.741
H -2.137 2.287 -4.385
C 0.071 -1.594 -4.703
C -0.446 -1.813 -5.991
H -1.265 -1.192 -6.358
C 0.084 -2.818 -6.807
H -0.313 -2.968 -7.813
C 1.127 -3.628 -6.340
H 1.559 -4.399 -6.986
C 1.610 -3.448 -5.039
H 2.414 -4.085 -4.663
C 1.066 -2.455 -4.216
H 1.429 -2.345 -3.192
H -2.056 -0.258 -3.663
Si 0.626 0.235 -1.700
C -0.166 -1.358 -1.015
C -1.545 -1.641 -1.100
H -2.252 -0.892 -1.474
C -2.039 -2.904 -0.754
H -3.106 -3.120 -0.877
C -1.182 -3.881 -0.254
H -1.572 -4.864 0.024
C 0.178 -3.591 -0.109
H 0.852 -4.332 0.328
C 0.686 -2.365 -0.536
H 1.756 -2.172 -0.475
C -0.281 1.737 -1.018
C -1.418 1.593 -0.210
H -1.761 0.602 0.088
C -2.140 2.713 0.207
H -3.036 2.576 0.818
C -1.717 3.999 -0.144
H -2.277 4.874 0.198
C -0.571 4.150 -0.933
H -0.236 5.153 -1.209
C 0.140 3.031 -1.373
H 1.019 3.158 -2.013
H 1.960 0.397 -1.116
Cl 1.999 -0.302 1.660
C -0.929 3.223 3.364
C -0.118 2.791 4.532
N 0.468 1.596 4.603
C 1.221 1.408 5.786
C 1.182 2.520 6.599
S 0.204 3.793 5.925
C 1.867 0.131 5.953
C 2.667 -0.349 6.968
S 3.146 -1.998 6.691
C 2.277 -1.986 5.180
N 1.660 -0.831 4.938
C 2.251 -3.154 4.260
H -1.939 2.783 3.411
H -1.021 4.316 3.399
H -0.444 2.933 2.419
H 1.695 2.581 7.549
H 2.934 0.235 7.840
H 3.189 -3.707 4.397
H 1.417 -3.824 4.521
H 2.171 -2.837 3.210

=====

4.
Here is a structure of composition C38H31F10KN10O from the OMol25 dataset. Energies are from ωB97M-V/def2-TZVPD.

Values from the calculation:
* relative energy (zero: lowest compared OMol25 entry of this formula, charge and spin): 3.6 kcal per mole
* highest occupied orbital energy: -0.069 hartree
* total charge: -2
* LUMO energy: 4.03 eV
* total energy: -3688.108905 Eh
* HOMO-LUMO gap: 5.900 eV

Element x y z (Å)
K -0.047 -0.120 0.426
C -3.331 -1.442 -0.498
N -2.925 -0.228 0.185
C -3.178 0.973 -0.598
C -2.651 0.936 -2.030
N -1.207 0.823 -2.051
C -0.589 0.359 -3.134
C -1.107 -0.019 -4.404
F -2.429 0.127 -4.694
C -0.326 -0.526 -5.427
F -0.911 -0.856 -6.597
C 1.037 -0.682 -5.295
F 1.792 -1.164 -6.310
C 1.611 -0.301 -4.088
F 2.936 -0.433 -3.921
C 0.831 0.190 -3.074
F 1.452 0.508 -1.915
C -3.527 -0.128 1.511
C -2.722 0.696 2.509
N -1.509 -0.019 2.837
C -0.642 0.516 3.674
C -0.692 1.743 4.408
F -1.780 2.563 4.306
C 0.310 2.185 5.247
F 0.181 3.386 5.855
C 1.461 1.456 5.451
F 2.477 1.933 6.214
C 1.574 0.249 4.772
F 2.689 -0.489 4.939
C 0.573 -0.202 3.950
F 0.747 -1.397 3.351
H -4.399 -1.434 -0.786
H -3.159 -2.293 0.160
H -2.734 -1.602 -1.396
H -2.735 1.829 -0.080
H -4.267 1.176 -0.657
H -3.002 1.864 -2.508
H -3.152 0.122 -2.560
H -3.596 -1.136 1.926
H -4.554 0.281 1.443
H -3.372 0.870 3.381
H -2.527 1.695 2.087
C -2.007 -4.809 -2.194
C -1.288 -3.946 -3.014
C -0.256 -3.178 -2.499
C 0.085 -3.247 -1.140
C -0.648 -4.119 -0.326
C -1.676 -4.890 -0.848
N 1.031 -2.390 -0.583
C 2.312 -2.626 -0.712
C 2.835 -3.815 -1.360
C 4.167 -4.038 -1.499
C 5.132 -3.118 -1.005
C 4.692 -1.997 -0.365
C 3.315 -1.719 -0.188
N 2.873 -0.607 0.477
N 3.752 0.173 0.954
C 3.214 1.291 1.612
C 4.051 1.934 2.531
C 3.575 3.029 3.220
C 2.281 3.475 2.976
C 1.535 2.794 2.032
N 1.981 1.738 1.349
H -2.821 -5.400 -2.597
H -1.540 -3.856 -4.064
H 0.288 -2.493 -3.138
H -0.403 -4.155 0.729
H -2.233 -5.550 -0.193
H 2.124 -4.534 -1.747
H 4.500 -4.942 -1.998
H 6.189 -3.310 -1.133
H 5.392 -1.276 0.037
H 5.041 1.533 2.694
H 4.194 3.523 3.960
H 1.856 4.313 3.511
H 0.525 3.118 1.794
C 2.777 4.558 -0.660
N 1.415 5.041 -0.697
C 1.150 6.407 -1.079
C -0.283 6.315 -1.624
O -0.921 7.293 -1.974
N -0.670 5.009 -1.639
C 0.345 4.299 -1.151
N 0.347 2.983 -1.061
H 3.360 5.189 0.011
H 3.242 4.572 -1.654
H 2.828 3.546 -0.266
H 1.826 6.749 -1.871
H 1.208 7.103 -0.240
H -0.371 2.357 -1.481
H 1.140 2.500 -0.664

=====

5.
Here is a cluster of 2 separate species, ClFHOPS in total at a distorted geometry from the OMol25 dataset. Energies are from ωB97M-V/def2-TZVPD.

Values from the calculation:
* relative energy (zero: lowest compared OMol25 entry of this formula, charge and spin): 42.2 kcal per mole
* highest occupied orbital energy: -0.377 hartree
* LUMO energy: -0.63 eV
* total energy: -1375.484215 Eh
* SMILES string: O=P(=S)Cl.F
* HOMO-LUMO gap: 9.643 eV

Element x y z (Å)
O 0.097 -1.055 -0.804
F -0.905 2.436 -0.974
P 0.575 -1.270 0.551
S 2.060 -2.362 1.122
Cl -0.532 -0.315 1.916
H -1.295 2.566 -1.810

=====

6.
Here is a structure of composition C18H31BBrCaCl4F5N3O15S3V at a distorted geometry from the OMol25 dataset. Energies are from ωB97M-V/def2-TZVPD.

Values from the calculation:
* highest occupied orbital energy: -0.284 hartree
* LUMO energy: -5.44 eV
* total energy: -9752.102041 Eh
* HOMO-LUMO gap: 2.280 eV

Element x y z (Å)
O 2.010 -3.234 3.056
S 1.543 -3.577 1.757
O 1.605 -2.202 0.810
S 3.114 -1.417 0.846
O -0.156 -3.834 1.931
C -0.921 -2.745 1.527
C -0.845 -1.521 2.323
C -1.503 -0.418 1.938
C -2.325 -0.466 0.673
C -2.383 -1.680 -0.042
C -1.727 -2.807 0.327
H 3.035 -0.234 1.572
H -0.205 -1.562 3.206
H -1.369 0.521 2.584
H -2.853 0.428 0.316
H -2.990 -1.723 -0.946
H -1.803 -3.725 -0.252
Ca -3.130 0.556 3.362
C 1.249 1.184 -3.440
C 0.187 0.454 -4.261
C -0.888 -0.246 -3.413
O -0.475 -1.452 -2.808
C 0.239 -1.304 -1.605
N 0.833 -0.492 -5.160
H 1.976 0.502 -2.997
H 1.807 1.874 -4.075
H 0.794 1.769 -2.636
H -0.324 1.206 -4.869
H -1.705 -0.521 -4.082
H -1.313 0.433 -2.658
H -0.124 -0.445 -1.022
H 1.311 -1.205 -1.794
H 0.092 -2.207 -1.019
H 0.101 -0.885 -5.752
H 1.147 -1.283 -4.603
C -1.892 2.945 -1.161
O -2.062 2.720 0.142
H -2.010 4.000 -1.491
H -0.884 2.704 -1.569
H -2.565 2.405 -1.855
Br -2.461 -3.490 3.092
O 3.071 1.460 2.686
V 1.534 1.449 3.369
O -0.056 1.438 4.074
C -3.773 -2.884 -7.323
F -3.126 -3.979 -7.756
F -3.886 -2.059 -8.378
F -5.020 -3.273 -7.002
S -2.910 -2.084 -5.903
O -1.603 -1.736 -6.430
O -2.883 -3.102 -4.876
O -3.735 -0.940 -5.573
B 0.718 -1.680 7.360
O -0.401 -1.142 6.514
C -1.266 -2.083 6.355
O -2.300 -1.961 5.710
C -0.811 -3.337 7.079
O -1.412 -4.376 7.113
O 0.342 -3.090 7.659
F 0.814 -0.949 8.541
F 1.907 -1.631 6.655
C 3.849 3.895 -6.460
C 3.840 4.645 -5.151
O 2.922 5.386 -4.835
N 4.897 4.476 -4.311
C 6.073 3.649 -4.501
H 2.944 4.134 -7.010
H 4.710 4.191 -7.062
H 3.871 2.818 -6.281
H 4.819 5.008 -3.459
H 6.129 2.921 -3.690
H 6.962 4.283 -4.463
H 6.047 3.125 -5.451
N -5.529 -0.817 7.029
H -6.417 -1.218 6.717
H -5.455 -0.905 8.048
H -4.745 -1.327 6.587
H -5.490 0.169 6.773
C 2.649 2.494 8.334
Cl 1.170 3.224 8.992
Cl 3.398 3.623 7.190
Cl 3.776 2.168 9.657
Cl 2.250 0.989 7.516

=====

7.
Here is a structure of composition C5H12ClO2TiYb at a distorted geometry from the OMol25 dataset. Energies are from ωB97M-V/def2-TZVPD.

Values from the calculation:
* relative energy (zero: lowest compared OMol25 entry of this formula, charge and spin): 0.0 kcal per mole
* highest occupied orbital energy (spin up / spin down): 0.099 / -0.028 hartree
* total charge: -2
* LUMO energy (spin up / spin down): 5.10 / 5.03 eV
* expectation value of S²: 3.758
* total energy: -2816.417710 Eh
* spin multiplicity: 4
* HOMO-LUMO gap (spin up / spin down): 2.415 / 5.797 eV

Element x y z (Å)
Yb 0.216 1.463 -0.362
Cl -0.043 -0.676 -1.817
C 2.453 2.647 -0.118
C -0.220 3.062 -2.146
H 2.453 3.749 -0.235
H 2.833 2.435 0.901
H 3.231 2.305 -0.834
H 0.110 4.108 -2.018
H -1.324 3.060 -2.213
H 0.192 2.756 -3.127
Ti -0.632 -1.689 0.180
C 1.165 -2.029 1.062
C -1.149 -0.107 1.210
H 1.531 -1.068 1.469
H 0.977 -2.789 1.843
H 1.808 -2.409 0.241
H -2.084 0.461 1.091
H -0.530 0.222 2.063
O -3.006 -4.962 0.102
C -2.815 -3.926 0.708
O -1.693 -3.184 0.550
H -3.473 -3.426 1.452

=====

8.
Here is a structure of composition C18H18MnN5O2 at a distorted geometry from the OMol25 dataset. Energies are from ωB97M-V/def2-TZVPD.

Values from the calculation:
* highest occupied orbital energy (spin up / spin down): -0.373 / -0.373 hartree
* total charge: +1
* LUMO energy (spin up / spin down): -4.03 / -4.39 eV
* expectation value of S²: 0.755
* total energy: -2271.757131 Eh
* spin multiplicity: 2
* HOMO-LUMO gap (spin up / spin down): 6.128 / 5.763 eV

Element x y z (Å)
Mn 0.409 -0.537 -0.075
O -3.679 4.576 1.810
C -3.320 4.457 0.639
O -3.486 5.041 -0.432
C -2.350 3.158 0.453
C -1.840 2.855 -0.801
C -1.025 1.747 -0.930
N -0.733 0.985 0.142
C -1.220 1.273 1.363
C -2.044 2.367 1.550
C -0.762 0.317 2.375
C -1.137 0.356 3.711
C -0.654 -0.591 4.590
C 0.214 -1.564 4.107
C 0.540 -1.546 2.769
N 0.073 -0.644 1.895
C -0.390 1.242 -2.151
C -0.501 1.848 -3.394
C 0.133 1.296 -4.488
C 0.866 0.128 -4.311
C 0.937 -0.417 -3.048
N 0.341 0.108 -1.970
H -2.094 3.492 -1.639
H -2.457 2.627 2.517
H -1.809 1.136 4.041
H -0.946 -0.581 5.631
H 0.627 -2.320 4.759
H 1.206 -2.298 2.364
H -1.088 2.751 -3.483
H 0.066 1.764 -5.461
H 1.370 -0.348 -5.139
H 1.507 -1.323 -2.881
N 2.614 -1.197 0.029
C 2.811 -2.532 -0.575
C 1.624 -3.450 -0.289
N 0.341 -2.784 -0.599
H 3.230 -0.532 -0.426
H 2.895 -1.214 1.003
H 3.716 -3.015 -0.204
H 2.926 -2.399 -1.650
H 1.612 -3.723 0.766
H 1.753 -4.367 -0.866
H -0.409 -3.264 -0.113
H 0.134 -2.874 -1.588